Record 1
The following is a DFT calculation (ωB97M-V/def2-TZVPD) of a molecular structure, C31H28AsFeN2PS2Se2.

Last column: Mulliken spin population.
Cartesian coordinates (Å):
Fe: 0.040 0.643 0.117  3.84
Se: -1.536 -1.191 -0.318  0.20
P: -2.890 0.535 -0.116  0.02
Se: -1.738 2.375 -0.090  0.24
C: -3.838 0.341 1.401  0.01
C: -4.210 1.456 2.148  0.00
C: -5.018 1.296 3.265  0.00
C: -5.454 0.033 3.636  0.00
C: -5.077 -1.081 2.897  0.00
C: -4.269 -0.930 1.783  0.00
C: -4.047 0.515 -1.499  0.00
C: -4.358 1.682 -2.188  0.01
C: -5.276 1.645 -3.231  0.00
C: -5.876 0.447 -3.587  0.00
C: -5.565 -0.722 -2.901  0.00
C: -4.651 -0.690 -1.861  0.00
H: -3.859 2.441 1.871  0.00
H: -5.302 2.161 3.850  0.00
H: -6.084 -0.086 4.508  0.00
H: -5.405 -2.068 3.196  0.00
H: -3.955 -1.805 1.227  0.00
H: -3.889 2.619 -1.915  0.00
H: -5.520 2.554 -3.765  0.00
H: -6.593 0.422 -4.398  0.00
H: -6.035 -1.656 -3.178  0.00
H: -4.408 -1.607 -1.336  0.00
S: 0.137 0.626 2.411  0.36
C: 1.771 0.586 3.105  0.02
C: 1.895 0.636 4.493  0.01
C: 3.151 0.612 5.078  -0.01
C: 4.299 0.537 4.298  0.02
C: 4.188 0.478 2.918  -0.01
C: 2.927 0.490 2.333  0.08
As: 2.616 0.443 0.459  0.03
C: 4.351 0.572 -0.355  0.03
C: 5.067 -0.551 -0.748  0.01
C: 6.343 -0.397 -1.276  0.00
C: 6.897 0.869 -1.407  0.00
C: 6.178 1.990 -1.014  0.00
C: 4.901 1.844 -0.491  0.01
C: 2.124 -1.424 0.145  -0.04
C: 2.000 -1.874 -1.172  0.04
C: 1.537 -3.158 -1.428  -0.01
C: 1.184 -3.991 -0.373  0.01
C: 1.316 -3.548 0.936  -0.01
C: 1.784 -2.268 1.198  0.03
H: 1.006 0.703 5.106  -0.01
H: 3.233 0.657 6.157  0.00
H: 5.276 0.524 4.763  0.00
H: 5.077 0.417 2.302  0.00
H: 4.649 -1.543 -0.637  0.00
H: 6.905 -1.270 -1.579  0.00
H: 7.893 0.982 -1.816  0.00
H: 6.609 2.978 -1.116  0.00
H: 4.342 2.723 -0.191  0.00
H: 2.272 -1.228 -1.996  0.00
H: 1.456 -3.508 -2.449  0.00
H: 0.814 -4.988 -0.572  0.00
H: 1.053 -4.200 1.760  0.00
H: 1.879 -1.930 2.221  0.00
N: 0.110 1.741 -4.609  0.01
C: -0.048 1.047 -3.477  0.00
N: -0.985 0.110 -3.447  0.00
S: 0.989 1.402 -2.156  0.10
H: -0.423 1.545 -5.439  0.00
H: 0.831 2.440 -4.654  0.00
H: -1.600 -0.049 -4.229  0.00
H: -1.187 -0.356 -2.567  0.01

Summary:
Spin multiplicity: 6
E_tot, eV: -292456.8716
Total charge: +1
ΔE to the lowest compared entry with this formula, charge and spin, kJ/mol: 52.9
HOMO-LUMO gap (alpha / beta), hartree: 0.296 / 0.236
<S²>: 8.7765

---

Record 2
The following is a DFT calculation (ωB97M-V/def2-TZVPD) of a molecular structure, C31H28BrNP2Sn.

Last column: Löwdin charge in e.
Cartesian coordinates (Å):
Sn: -0.907 0.876 2.376  1.31
C: 1.204 -1.700 0.403  -0.36
C: 0.566 -2.588 1.485  -0.39
P: -1.089 -3.364 1.099  1.09
C: -1.962 -1.813 0.571  -0.40
C: -2.046 -1.338 -0.737  -0.09
C: -2.777 -0.194 -1.044  -0.05
C: -3.459 0.498 -0.054  -0.08
C: -3.411 0.033 1.257  -0.17
C: -2.664 -1.115 1.566  -0.25
C: -0.792 -4.164 -0.512  -0.42
C: -1.935 -4.597 -1.192  -0.12
C: -1.827 -5.262 -2.402  -0.06
C: -0.572 -5.514 -2.943  -0.06
C: 0.567 -5.125 -2.257  -0.06
C: 0.461 -4.463 -1.039  -0.10
P: 0.959 0.098 0.609  0.95
C: 1.375 0.810 -1.009  -0.36
C: 0.788 0.269 -2.157  -0.10
C: 1.129 0.762 -3.406  -0.05
C: 2.035 1.809 -3.516  -0.04
C: 2.594 2.369 -2.376  -0.05
C: 2.270 1.872 -1.122  -0.07
C: 2.221 0.700 1.768  -0.43
C: 3.361 -0.005 2.137  -0.05
C: 4.280 0.575 3.001  -0.03
C: 4.069 1.852 3.503  -0.03
C: 2.936 2.568 3.139  -0.05
C: 2.018 1.991 2.275  -0.20
H: 0.817 -1.951 -0.585  0.06
H: 2.286 -1.837 0.355  0.09
H: 0.432 -2.035 2.421  0.06
H: 1.222 -3.423 1.735  0.09
H: -1.555 -1.882 -1.535  0.11
H: -2.835 0.141 -2.072  0.13
H: -4.063 1.360 -0.304  0.12
H: -4.022 0.500 2.024  0.12
H: -2.714 -1.536 2.567  0.11
H: -2.916 -4.419 -0.763  0.11
H: -2.718 -5.601 -2.912  0.12
H: -0.484 -6.035 -3.887  0.12
H: 1.545 -5.342 -2.665  0.11
H: 1.367 -4.221 -0.496  0.10
H: 0.068 -0.537 -2.085  0.08
H: 0.693 0.325 -4.294  0.12
H: 2.312 2.183 -4.493  0.12
H: 3.291 3.192 -2.460  0.12
H: 2.737 2.300 -0.245  0.10
H: 3.550 -1.001 1.761  0.11
H: 5.169 0.028 3.281  0.12
H: 4.794 2.295 4.173  0.12
H: 2.781 3.570 3.514  0.12
H: 1.188 2.598 1.911  0.07
Br: -3.453 6.146 2.366  0.87
C: -2.578 4.873 1.306  -0.66
C: -2.359 5.082 -0.049  -0.05
C: -1.707 4.101 -0.781  0.00
C: -1.297 2.945 -0.149  -0.12
N: -1.509 2.751 1.162  -0.14
C: -2.136 3.694 1.879  -0.19
H: -2.696 5.997 -0.518  0.13
H: -1.517 4.234 -1.837  0.13
H: -0.792 2.153 -0.684  0.09
H: -2.289 3.509 2.936  0.10

Summary:
E_tot, eV: -128529.2304
Total charge: +2
ΔE to the lowest compared entry with this formula, charge and spin, kJ/mol: 81.4
HOMO-LUMO gap, hartree: 0.254

---

Record 3
The following is a DFT calculation (ωB97M-V/def2-TZVPD) of a molecular structure, C31H28F6N3O6P2S2W at a distorted geometry.

Last column: Mulliken spin population.
Cartesian coordinates (Å):
W: 0.777 -1.437 -0.085  1.54
F: 5.741 -2.630 2.097  0.00
C: 4.729 -1.866 1.786  0.00
F: 5.076 -0.592 1.762  0.00
F: 3.730 -2.036 2.650  0.00
S: 4.165 -2.317 0.075  0.01
O: 2.965 -1.445 -0.176  0.02
O: 5.245 -2.151 -0.809  0.00
N: 3.636 -3.826 0.203  0.00
S: 2.112 -3.908 0.073  0.02
O: 1.512 -3.497 -1.203  0.02
O: 1.388 -3.048 1.115  0.02
C: 1.722 -5.686 0.507  0.00
F: 0.403 -5.788 0.464  0.00
F: 2.172 -5.918 1.711  0.00
F: 2.288 -6.444 -0.391  0.00
O: 1.539 0.181 -0.997  -0.01
P: 1.326 1.672 -0.594  0.02
C: -0.203 2.149 -1.416  0.00
P: -1.510 0.935 -1.039  0.08
O: -0.827 -0.447 -0.865  0.09
C: -2.339 1.429 0.449  0.00
C: -2.451 0.573 1.540  -0.01
C: -3.152 0.977 2.666  0.01
C: -3.746 2.231 2.701  0.00
C: -3.649 3.084 1.607  0.00
C: -2.950 2.686 0.480  0.00
C: -2.617 0.878 -2.411  0.00
C: -3.373 -0.276 -2.630  0.00
C: -4.304 -0.295 -3.654  0.00
C: -4.489 0.830 -4.447  0.00
C: -3.745 1.982 -4.226  0.00
C: -2.805 2.010 -3.209  0.00
C: 2.658 2.710 -1.030  0.00
C: 2.953 2.873 -2.393  0.00
C: 4.019 3.668 -2.763  0.00
C: 4.780 4.304 -1.787  0.00
C: 4.492 4.142 -0.438  0.00
C: 3.433 3.339 -0.051  0.00
C: 0.967 1.630 1.153  0.00
C: 1.073 0.389 1.790  0.27
C: 0.735 0.204 3.127  0.03
C: 0.269 1.300 3.841  -0.01
C: 0.147 2.538 3.222  -0.01
C: 0.491 2.712 1.886  0.00
H: -0.010 2.144 -2.493  0.00
H: -0.506 3.157 -1.123  0.00
H: -2.009 -0.418 1.508  0.00
H: -3.249 0.313 3.514  0.00
H: -4.301 2.542 3.575  0.00
H: -4.132 4.051 1.627  0.00
H: -2.914 3.352 -0.375  0.00
H: -3.238 -1.149 -2.005  0.00
H: -4.891 -1.185 -3.836  0.00
H: -5.219 0.809 -5.245  0.00
H: -3.895 2.852 -4.848  0.00
H: -2.230 2.914 -3.056  0.00
H: 2.371 2.374 -3.159  0.00
H: 4.261 3.797 -3.808  0.00
H: 5.610 4.931 -2.082  0.00
H: 5.095 4.638 0.309  0.00
H: 3.219 3.209 1.002  0.00
H: 1.708 -0.411 1.350  -0.15
H: 0.864 -0.758 3.604  0.00
H: 0.015 1.192 4.887  0.00
H: -0.216 3.384 3.790  0.00
H: 0.381 3.688 1.430  0.00
C: -1.466 -3.307 2.287  0.03
C: -1.557 -3.438 0.811  0.02
N: -0.881 -2.749 -0.112  -0.05
C: -1.338 -3.169 -1.364  0.02
C: -2.276 -4.121 -1.176  -0.01
N: -2.402 -4.265 0.189  0.00
H: -0.537 -2.822 2.579  -0.01
H: -1.499 -4.286 2.763  0.00
H: -2.307 -2.721 2.664  0.01
H: -0.948 -2.767 -2.285  0.02
H: -2.853 -4.706 -1.871  0.00
H: -3.037 -4.896 0.659  0.00

Summary:
Spin multiplicity: 3
E_tot, eV: -107711.2414
Total charge: +3
ΔE to the lowest compared entry with this formula, charge and spin, kJ/mol: 40.8
HOMO-LUMO gap (alpha / beta), hartree: 0.248 / 0.258
<S²>: 2.0085

---

Record 4
The following is a DFT calculation (ωB97M-V/def2-TZVPD) of a molecular structure, C31H28MnN9O4P.

Last column: Mulliken spin population.
Cartesian coordinates (Å):
Mn: -0.092 -0.119 -0.102  4.11
C: 5.054 1.132 1.731  0.00
N: 4.009 0.445 0.993  0.00
C: 4.199 -0.620 0.152  0.00
C: 2.967 -0.972 -0.314  0.03
N: 2.037 -0.132 0.219  -0.07
C: 2.681 0.721 1.001  0.03
P: 1.893 1.989 2.054  0.00
C: 0.855 2.752 0.775  0.01
N: 0.110 2.075 -0.086  -0.02
C: -0.481 2.983 -0.913  0.02
C: -0.090 4.235 -0.537  -0.01
N: 0.756 4.084 0.531  0.00
C: 1.404 5.163 1.253  0.00
C: 0.656 0.889 2.805  0.01
N: -0.189 0.128 2.127  0.02
C: -0.855 -0.634 3.039  0.02
C: -0.406 -0.325 4.288  0.00
N: 0.555 0.638 4.133  0.00
C: 1.322 1.248 5.204  0.00
H: 6.015 0.788 1.357  0.00
H: 4.984 0.907 2.794  0.00
H: 4.981 2.207 1.579  0.00
H: 5.176 -1.029 -0.030  0.00
H: 2.690 -1.756 -0.998  0.01
H: -1.130 2.666 -1.712  0.00
H: -0.333 5.206 -0.930  0.00
H: 1.028 6.104 0.863  0.00
H: 2.484 5.127 1.113  0.00
H: 1.172 5.104 2.315  0.00
H: -1.583 -1.364 2.736  0.00
H: -0.668 -0.708 5.258  0.00
H: 0.968 0.842 6.147  0.00
H: 1.182 2.328 5.209  0.00
H: 2.381 1.018 5.098  0.00
C: 2.795 0.248 -5.172  0.09
C: 2.941 0.854 -3.931  -0.05
C: 1.933 0.775 -2.987  0.09
C: 0.741 0.083 -3.255  -0.08
C: 0.593 -0.507 -4.520  0.11
C: 1.612 -0.426 -5.452  -0.05
N: -0.237 0.023 -2.274  0.28
N: -1.461 -0.238 -2.740  0.51
C: -2.400 -0.196 -1.739  -0.04
C: -3.757 -0.299 -2.084  0.09
C: -4.741 -0.166 -1.123  -0.04
C: -4.407 0.076 0.205  0.11
C: -3.060 0.153 0.565  -0.06
C: -2.069 -0.001 -0.382  -0.23
H: 3.582 0.310 -5.912  0.01
H: 3.846 1.405 -3.699  0.00
H: 2.039 1.282 -2.038  0.02
H: -0.327 -1.026 -4.742  0.02
H: 1.480 -0.900 -6.416  0.00
H: -4.008 -0.466 -3.124  0.00
H: -5.783 -0.243 -1.412  0.00
H: -5.177 0.198 0.955  0.01
H: -2.807 0.337 1.603  0.00
O: 1.112 -2.738 1.692  0.01
C: 0.465 -2.973 0.673  0.01
O: -0.097 -2.106 -0.088  0.01
C: 0.216 -4.414 0.261  0.00
C: 0.699 -5.442 1.064  0.00
C: 0.492 -6.764 0.709  0.00
C: -0.198 -7.021 -0.464  0.00
C: -0.687 -6.022 -1.287  0.00
C: -0.476 -4.705 -0.911  0.01
N: -0.425 -8.432 -0.852  0.00
O: -0.009 -9.297 -0.108  0.00
O: -1.015 -8.645 -1.890  0.00
H: 1.239 -5.185 1.964  0.00
H: 0.851 -7.584 1.312  0.00
H: -1.217 -6.278 -2.191  0.00
H: -0.849 -3.889 -1.515  0.01

Summary:
Spin multiplicity: 6
E_tot, eV: -94809.2599
ΔE to the lowest compared entry with this formula, charge and spin, kJ/mol: 69.6
HOMO-LUMO gap (alpha / beta), hartree: 0.185 / 0.251
<S²>: 8.9328